[1]
C35H34BrFeIN5O3P2S2Te | ωB97M-V/def2-TZVPD

```
! wB97M-V def2-TZVPD RIJCOSX def2/J DEFGRID3
* xyz -1 1
Fe 0.434 0.568 -0.165
C 3.593 -1.398 -0.579
P 2.680 0.179 -0.448
C 3.705 1.017 0.827
C 3.226 1.105 -1.911
C 4.348 0.785 -2.671
C 4.720 1.594 -3.732
C 3.981 2.734 -4.024
C 2.868 3.053 -3.264
C 2.477 2.238 -2.204
P 1.014 2.585 -1.134
C -0.108 3.317 -2.381
C 1.653 4.031 -0.195
H 4.669 -1.234 -0.494
H 3.373 -1.882 -1.531
H 3.278 -2.073 0.215
H 4.704 1.196 0.428
H 3.785 0.399 1.721
H 3.256 1.969 1.105
H 4.927 -0.102 -2.448
H 5.584 1.337 -4.332
H 4.269 3.370 -4.852
H 2.298 3.942 -3.505
H -0.073 4.404 -2.317
H -1.127 2.996 -2.191
H 0.186 2.972 -3.369
H 2.493 4.491 -0.715
H 1.973 3.725 0.801
H 0.847 4.755 -0.082
N -0.157 0.123 -3.203
C 0.052 0.264 -2.072
Te -1.824 2.786 0.681
C -1.670 4.063 2.369
C -0.534 4.811 2.685
C -0.494 5.633 3.806
C -1.596 5.732 4.641
C -2.735 4.994 4.341
C -2.769 4.170 3.227
H 0.337 4.766 2.045
H 0.403 6.203 4.019
H -1.570 6.373 5.513
H -3.605 5.056 4.984
H -3.660 3.593 3.016
S 1.355 1.237 4.271
C 1.783 -0.346 3.779
C 1.477 -0.512 2.472
N 0.905 0.582 1.861
C 0.791 1.573 2.701
H 2.212 -1.065 4.455
H 1.631 -1.413 1.895
H 0.343 2.518 2.433
O -6.469 -5.599 4.592
S -5.465 -5.962 3.609
O -4.093 -5.799 4.046
O -5.733 -7.185 2.873
C -5.685 -4.680 2.322
N -6.901 -4.578 1.774
C -7.045 -3.658 0.837
C -6.012 -2.828 0.422
C -4.795 -3.008 1.059
N -4.640 -3.931 2.006
C -3.594 -2.189 0.768
C -2.514 -2.229 1.645
C -1.410 -1.447 1.387
N -1.284 -0.651 0.314
C -2.317 -0.635 -0.538
C -3.473 -1.367 -0.344
H -8.032 -3.567 0.395
H -6.171 -2.079 -0.341
H -2.555 -2.875 2.512
H -0.592 -1.449 2.089
H -2.208 -0.017 -1.416
H -4.257 -1.294 -1.084
Br 3.149 -5.598 -1.336
C 2.535 -4.577 -2.808
C 3.116 -4.815 -4.046
C 2.724 -4.070 -5.145
C 1.762 -3.079 -5.004
C 1.176 -2.846 -3.772
C 1.551 -3.605 -2.666
I 0.578 -3.212 -0.864
H 3.873 -5.582 -4.137
H 3.176 -4.263 -6.110
H 1.461 -2.480 -5.853
H 0.441 -2.060 -3.658
*
```

Computed properties:
strongest force on any atom	1.216	eV Å⁻¹
Kohn-Sham gap	6.58	eV
ΔE to the lowest compared entry with this formula, charge and spin	125.29	kJ/mol
molecular weight	1089.02	g/mol



[2]
C35H34ClNOSi2Tm | ωB97M-V/def2-TZVPD

```
! wB97M-V def2-TZVPD RIJCOSX def2/J DEFGRID3
* xyz 1 3
C -0.080 0.122 1.672
C 0.735 -0.861 1.031
C 1.917 -0.207 0.555
H 0.553 -1.937 1.001
C 1.819 1.182 0.885
C 0.583 1.391 1.571
H 0.273 2.321 2.053
H -0.990 -0.074 2.240
H 2.800 -0.689 0.126
H 2.613 1.917 0.746
Tm 0.001 0.692 -0.672
Si 4.030 -0.237 -5.662
C 3.973 -1.556 -6.965
C 3.579 -1.309 -8.290
H 3.148 -0.346 -8.567
C 3.752 -2.307 -9.261
H 3.482 -2.099 -10.304
C 4.269 -3.560 -8.914
H 4.418 -4.332 -9.673
C 4.606 -3.819 -7.583
H 4.980 -4.797 -7.291
C 4.472 -2.816 -6.621
H 4.746 -3.015 -5.586
C 5.107 1.089 -6.368
C 6.336 0.591 -6.848
H 6.484 -0.484 -6.963
C 7.382 1.471 -7.135
H 8.347 1.076 -7.452
C 7.184 2.848 -7.025
H 8.009 3.536 -7.245
C 5.926 3.341 -6.653
H 5.771 4.421 -6.625
C 4.882 2.471 -6.317
H 3.902 2.843 -6.019
H 5.006 -0.781 -4.691
Si 2.346 -0.360 -3.807
C 3.444 0.492 -2.542
C 4.608 -0.162 -2.074
H 4.726 -1.243 -2.218
C 5.651 0.567 -1.488
H 6.587 0.059 -1.232
C 5.484 1.933 -1.223
H 6.285 2.498 -0.736
C 4.268 2.552 -1.535
H 4.099 3.597 -1.261
C 3.261 1.845 -2.205
H 2.330 2.358 -2.483
C 2.224 -2.189 -3.535
C 2.523 -2.713 -2.270
H 2.522 -2.063 -1.394
C 2.851 -4.063 -2.136
H 3.104 -4.459 -1.149
C 2.865 -4.889 -3.271
H 3.207 -5.921 -3.190
C 2.398 -4.410 -4.504
H 2.355 -5.071 -5.379
C 2.001 -3.072 -4.609
H 1.573 -2.697 -5.544
H 2.062 0.086 -5.192
Cl 0.274 0.332 -3.243
O -1.456 2.371 -0.541
C -2.909 2.117 -0.534
C -3.149 0.632 -0.382
C -4.395 0.139 -0.006
C -4.554 -1.234 0.192
C -3.468 -2.082 -0.034
C -2.257 -1.540 -0.453
N -2.104 -0.195 -0.627
H -1.261 3.326 -0.544
H -3.326 2.680 0.305
H -3.329 2.494 -1.477
H -5.198 0.870 0.115
H -5.512 -1.631 0.521
H -3.531 -3.157 0.126
H -1.377 -2.162 -0.656
*
```

Computed properties:
strongest force on any atom	2.680	eV Å⁻¹
Kohn-Sham gap (spin up / spin down)	6.67 / 4.69	eV
ΔE to the lowest compared entry with this formula, charge and spin	61.57	kJ/mol
molecular weight	745.22	g/mol



[3]
C35H34CrF4N6O6P2 | ωB97M-V/def2-TZVPD

```
! wB97M-V def2-TZVPD RIJCOSX def2/J DEFGRID3
* xyz 0 5
Cr 0.364 1.127 -0.315
O 0.573 2.855 -1.112
C -0.422 3.449 -1.578
C -0.462 4.834 -1.855
C -1.653 5.420 -2.138
C -2.892 4.681 -2.156
C -2.917 3.356 -1.977
C -1.658 2.577 -1.796
C -1.252 0.580 -2.683
N -1.332 0.311 -1.320
N -1.609 -0.968 -0.838
C -0.968 -1.197 0.278
O -0.094 -0.383 0.772
C -1.340 -2.403 1.044
C -2.352 -3.252 0.599
C -2.775 -4.300 1.398
C -2.188 -4.513 2.639
C -1.161 -3.685 3.073
C -0.742 -2.629 2.281
H 0.448 5.412 -1.763
H -1.684 6.486 -2.322
H -3.818 5.217 -2.314
H -3.838 2.789 -2.013
H -1.084 -0.231 -3.376
H -2.812 -3.058 -0.361
H -3.583 -4.940 1.068
H -2.549 -5.314 3.270
H -0.704 -3.854 4.039
H 0.032 -1.952 2.617
C 3.419 -2.205 -2.390
P 1.811 -1.453 -2.741
C 2.103 -0.380 -4.170
C 0.733 -2.811 -3.256
O 1.259 -0.715 -1.569
H 3.798 -2.731 -3.267
H 3.316 -2.901 -1.558
H 4.105 -1.406 -2.108
H 2.508 -0.943 -5.011
H 2.821 0.380 -3.860
H 1.181 0.118 -4.469
H 1.253 -3.467 -3.954
H -0.178 -2.433 -3.717
H 0.456 -3.368 -2.360
F -2.758 0.679 3.222
C -3.471 0.067 2.270
C -4.228 -1.010 2.616
F -4.244 -1.378 3.898
C -4.966 -1.768 1.667
C -4.838 -1.306 0.327
C -4.064 -0.242 -0.009
F -4.004 0.126 -1.303
C -3.330 0.509 0.936
C -2.466 1.564 0.547
C -1.670 1.530 -0.662
N -1.395 1.794 -3.030
C -2.082 2.607 1.422
N -1.681 3.495 2.046
F -5.472 -1.958 -0.653
C -5.736 -2.892 2.018
C -6.558 -3.600 1.101
N -7.258 -4.209 0.416
C -5.762 -3.447 3.325
N -5.803 -3.974 4.350
C 5.956 -0.839 1.162
C 4.891 -0.510 2.194
O 4.059 0.574 1.770
P 2.844 0.240 0.716
O 3.379 0.921 -0.656
C 4.003 2.223 -0.681
C 5.143 2.192 -1.676
O 1.895 1.552 1.151
C 1.528 1.759 2.546
C 2.264 2.967 3.083
H 6.607 -1.629 1.537
H 6.556 0.045 0.943
H 5.487 -1.178 0.237
H 5.344 -0.190 3.132
H 4.280 -1.395 2.397
H 4.368 2.475 0.314
H 3.247 2.953 -0.971
H 5.950 1.549 -1.325
H 5.537 3.199 -1.815
H 4.797 1.823 -2.643
H 1.775 0.863 3.118
H 0.453 1.920 2.579
H 3.339 2.788 3.102
H 1.914 3.179 4.093
H 2.055 3.834 2.457
*
```

Computed properties:
strongest force on any atom	1.920	eV Å⁻¹
Kohn-Sham gap (spin up / spin down)	4.70 / 4.75	eV
ΔE to the lowest compared entry with this formula, charge and spin	321.88	kJ/mol
molecular weight	824.63	g/mol